# 1
# C5H14N2

C5H14N2 as an isolated structure (ωB97M-V/def2-TZVPD, the Open Molecules 2025 dataset).

Cartesian coordinates (Å):
C -3.69 -0.21 -1.10
N -0.23 0.02 -0.88
C -0.29 -0.52 1.96
C 0.88 0.21 1.33
C 0.78 0.40 -0.17
C 2.04 0.99 -0.84
N 3.06 -0.03 -1.09
H -4.08 -0.77 -1.96
H -4.31 0.67 -0.99
H -3.80 -0.85 -0.23
H -2.65 0.05 -1.25
H -1.19 -0.34 1.36
H -0.41 -0.26 3.01
H -0.12 -1.59 1.91
H 1.04 1.20 1.77
H 1.81 -0.32 1.55
H 0.55 -0.80 -0.84
H 1.72 1.42 -1.79
H 2.50 1.74 -0.21
H 2.67 -0.95 -1.23
H 3.72 -0.07 -0.32

The molar mass comes out at 102.18 g mol⁻¹. As for the spin multiplicity: 1. For the energy relative to the best compared isomer or geometry (same formula, charge and spin), the calculation gives 88.9 kcal per mole. The calculation puts the HOMO-LUMO gap at 8.6948 eV. As for the total charge: 0. The calculation puts the LUMO energy at 0.7 eV.

# 2
# C4H2FNO

One molecule with the formula C4H2FNO (ωB97M-V/def2-TZVPD, the Open Molecules 2025 dataset).

Cartesian coordinates (Å):
N 0.21 2.57 0.90
C -0.05 1.52 0.32
C -0.04 0.02 0.07
C -1.16 -0.53 -0.73
O -1.08 -1.63 -1.32
C 0.99 -0.68 0.52
F 2.09 0.23 0.92
H -2.11 0.11 -0.87
H 1.15 -1.61 0.18

The molar mass comes out at 99.06 g mol⁻¹. As for the spin multiplicity: 1. For the energy relative to the best compared isomer or geometry (same formula, charge and spin), the calculation gives 38.7 kcal per mole. The calculation puts the HOMO-LUMO gap at 9.6669 eV. As for the SMILES: N#C/C(C=O)=C\F. As for the total charge: 0. The calculation puts the LUMO energy at -1.5 eV.

# 3
# C18H48BF4NO5

A 7-piece molecular cluster, C18H48BF4NO5 overall (ωB97M-V/def2-TZVPD, the Open Molecules 2025 dataset).

Cartesian coordinates (Å):
C 2.26 -3.89 2.26
C 1.68 -4.11 0.75
C 1.68 -2.73 -0.03
N 0.98 -2.76 -1.29
C -0.41 -3.12 -1.23
C 1.66 -3.67 -2.23
C 1.35 -3.16 -3.67
C 0.96 -1.69 -3.52
C 1.05 -1.46 -2.03
H 1.86 -3.06 2.96
H 3.35 -3.50 2.21
H 2.30 -4.79 2.67
H 0.59 -4.50 0.70
H 2.28 -4.81 0.11
H 2.85 -2.63 -0.11
H 1.48 -1.93 0.66
H -0.70 -4.12 -0.96
H -1.06 -2.94 -1.93
H -1.02 -2.40 -0.60
H 1.20 -4.75 -2.06
H 2.60 -3.73 -2.34
H 0.76 -3.79 -4.29
H 2.39 -3.11 -4.08
H 0.02 -1.57 -3.98
H 1.82 -1.06 -4.08
H 0.38 -0.57 -1.71
H 2.10 -0.87 -1.87
B -0.45 2.11 -0.23
F -0.58 0.81 -0.18
F -0.78 2.63 1.01
F 0.81 2.50 -0.59
F -1.47 2.70 -1.04
C -1.41 -1.18 4.02
C -1.33 -0.40 2.72
O -1.47 -1.16 1.64
H -0.30 -1.52 3.86
H -2.39 -1.85 4.01
H -1.37 -0.47 4.80
H -0.43 0.24 2.67
H -2.07 0.45 2.78
H -1.39 -0.60 0.94
C -5.72 2.30 1.15
C -4.38 2.01 0.42
O -3.87 3.23 -0.22
H -6.29 2.60 0.33
H -5.51 2.88 1.88
H -5.87 1.22 1.49
H -4.28 1.22 -0.43
H -3.55 1.76 1.24
H -2.97 3.07 -0.45
C 2.60 6.24 1.83
C 1.62 5.22 1.22
O 1.92 4.89 -0.02
H 3.52 5.71 2.03
H 2.41 6.57 2.99
H 2.90 7.04 1.18
H 0.80 5.85 0.97
H 1.46 4.38 1.86
H 1.31 4.13 -0.26
C -2.36 0.73 -4.06
C -3.14 0.09 -2.93
O -2.38 -0.63 -2.04
H -1.89 1.59 -3.50
H -2.89 1.19 -4.87
H -1.58 0.15 -4.36
H -3.77 -0.68 -3.51
H -3.85 0.80 -2.61
H -1.81 -0.07 -1.63
C 3.58 -0.42 2.30
C 2.79 0.77 1.70
O 2.68 0.56 0.31
H 2.89 -1.22 2.24
H 3.70 -0.28 3.20
H 4.62 -0.40 1.78
H 3.26 1.72 1.92
H 1.95 0.79 2.23
H 2.30 1.40 -0.13

The molar mass comes out at 445.39 g mol⁻¹. As for the spin multiplicity: 1. For the energy relative to the best compared isomer or geometry (same formula, charge and spin), the calculation gives 49.7 kcal per mole. The calculation puts the HOMO-LUMO gap at 8.4012 eV. As for the total charge: 0. The calculation puts the LUMO energy at -0.2 eV.

# 4
# C25H28N3O2

C25H28N3O2 as an isolated structure (ωB97M-V/def2-TZVPD, the Open Molecules 2025 dataset).

Cartesian coordinates (Å):
C 5.84 5.42 3.74
C 4.92 4.57 4.66
H 5.35 4.50 5.74
H 4.04 5.11 4.78
O 5.01 3.19 4.28
C 4.07 3.00 3.39
C 3.21 3.97 2.63
C 2.44 3.14 1.76
C 2.41 1.81 1.52
C 3.17 1.01 2.13
C 3.93 1.52 3.35
H 4.74 0.84 3.87
H 3.35 -0.09 1.81
C 1.37 1.35 0.47
C 1.38 1.72 -0.87
N 0.36 1.20 -1.52
C 0.00 0.23 -0.82
N 0.59 0.39 0.52
C 0.30 -0.62 1.79
C -1.17 -0.44 2.23
H -1.06 -0.78 3.29
H -1.64 0.59 2.12
O -1.93 -1.49 1.57
C -1.94 -2.65 2.11
H -0.79 -3.48 2.25
H -2.33 -2.84 3.02
H -2.41 -3.37 1.25
H 0.88 -0.09 2.66
H 0.76 -1.36 1.63
N -1.07 -0.78 -1.03
H -1.38 -1.37 0.01
H -0.54 -1.60 -1.62
C -2.29 -0.25 -1.61
C -3.04 -1.33 -2.17
C -4.25 -1.57 -1.44
C -5.28 -2.72 -1.64
C -4.70 -3.64 -2.82
C -3.75 -3.05 -3.55
C -3.23 -4.08 -4.57
C -2.10 -3.77 -5.14
C -1.33 -2.69 -5.08
C -1.64 -1.72 -3.80
C -2.67 -2.09 -3.16
H -0.83 -1.04 -3.80
H -0.24 -2.63 -5.40
H -1.83 -4.59 -6.27
H -3.88 -4.89 -5.03
H -5.45 -4.30 -3.32
H -6.05 -2.97 -1.18
H -4.57 -0.89 -0.45
H -1.91 0.32 -2.42
H -2.75 0.32 -0.87
H 1.69 2.42 -1.42
H 1.67 3.96 1.04
H 3.07 4.86 2.74
H 5.30 5.50 2.81
H 6.15 6.38 4.07
H 6.91 4.96 3.78

The molar mass comes out at 402.52 g mol⁻¹. As for the spin multiplicity: 1. For the energy relative to the best compared isomer or geometry (same formula, charge and spin), the calculation gives 440.1 kcal per mole. The calculation puts the HOMO-LUMO gap at 6.9948 eV. As for the total charge: +1. The calculation puts the LUMO energy at -3.4 eV.

# 5
# C10H18N7O3SV

C10H18N7O3SV as an isolated structure (ωB97M-V/def2-TZVPD, the Open Molecules 2025 dataset).

Cartesian coordinates (Å):
V 0.70 -0.78 -0.58
C -1.54 -4.36 0.26
C -0.68 -3.28 -0.27
N -0.13 -2.34 0.42
N -0.20 -2.36 1.79
C 0.74 -1.62 2.29
N 0.88 -1.52 3.61
S 1.92 -0.72 1.31
C -0.31 -3.21 -1.71
C -0.79 -4.07 -2.67
C -0.30 -3.96 -3.97
C 0.64 -2.99 -4.27
C 1.06 -2.14 -3.26
N 0.60 -2.25 -2.01
H -1.78 -4.17 1.30
H -1.03 -5.33 0.19
H -2.46 -4.43 -0.32
H 0.30 -2.10 4.21
H 1.68 -1.07 4.01
H -1.52 -4.82 -2.42
H -0.66 -4.63 -4.74
H 1.05 -2.89 -5.27
H 1.78 -1.35 -3.45
N 0.46 6.11 2.27
C -0.54 5.39 1.39
C -0.64 3.92 1.78
N 0.56 3.14 1.64
H 0.59 7.08 1.98
H 1.36 5.64 2.21
H 0.16 6.11 3.25
H -0.20 5.52 0.37
H -1.50 5.91 1.51
H -1.43 3.49 1.16
H -0.99 3.83 2.81
H 1.25 3.18 2.37
H 0.99 3.13 0.72
O -0.46 1.65 -2.93
N -0.02 1.03 -2.03
O 1.23 0.86 -1.79
O -0.76 0.42 -1.13

The molar mass comes out at 367.31 g mol⁻¹. As for the spin multiplicity: 3. For the energy relative to the best compared isomer or geometry (same formula, charge and spin), the calculation gives 5.4 kcal per mole. The calculation puts the HOMO-LUMO gap (spin up / spin down) at 7.1798 / 7.5769 eV. As for the total charge: +2. The expectation value of S² is 2.022. The calculation puts the LUMO energy (spin up / spin down) at -6.8 / -6.5 eV.

# 6
# C6H11N3

One molecule with the formula C6H11N3 (ωB97M-V/def2-TZVPD, the Open Molecules 2025 dataset).

Cartesian coordinates (Å):
C -0.71 2.16 0.13
C -0.87 0.66 0.01
C -1.95 -0.12 0.13
C -1.56 -1.55 0.14
C -0.15 -1.49 -0.51
N 0.21 -0.19 0.04
C 1.20 0.44 -0.65
N 2.51 0.33 -0.41
N 2.83 -0.69 0.52
H 0.17 2.54 -0.64
H -0.57 2.26 1.45
H -1.71 2.57 -0.07
H -2.88 0.37 0.29
H -1.56 -2.04 1.15
H -2.49 -1.95 -0.68
H 0.57 -2.18 -0.19
H -0.27 -1.51 -1.58
H 1.02 1.24 -1.51
H 2.47 -0.54 1.53
H 3.74 -0.31 0.85

The molar mass comes out at 125.17 g mol⁻¹. As for the spin multiplicity: 1. For the energy relative to the best compared isomer or geometry (same formula, charge and spin), the calculation gives 119.0 kcal per mole. The calculation puts the HOMO-LUMO gap at 8.8135 eV. As for the SMILES: CC1=CCCN1/C=N\N. As for the total charge: 0. The calculation puts the LUMO energy at 0.9 eV.